Record 1
Entry from the OMol25 dataset: one molecule with the formula C6H15NO2 in a non-equilibrium geometry (wB97M-V/def2-TZVPD).

Results
SMILES string	CC(C)[C@@H](O)[C@H](C)NO
ΔE to the lowest compared entry with this formula, charge and spin	3.0008	eV
energy	-442.7709	Ha
LUMO	0.927	eV
F_max	3.5	eV/Å
orbital gap	0.37843	Eh

ORCA input file:
```
! RIJCOSX wB97M-V def2-TZVPD def2/J DEFGRID3
* xyz 0 1
C -2.29945 0.20465 0.25036
C -1.15607 1.09628 -0.21144
C -1.05166 1.15016 -1.72793
C 0.28819 0.80784 0.58462
O 0.02920 0.69008 1.94607
C 0.94480 -0.38896 -0.03101
C 0.29576 -1.74071 0.19965
N 2.35935 -0.41545 0.71784
O 3.34346 -0.99584 -0.15491
H -2.26226 0.07235 1.32876
H -2.28039 -0.76779 -0.23503
H -3.25339 0.67440 0.00851
H -1.36558 2.10770 0.15266
H -1.96245 1.57501 -2.15032
H -0.21132 1.76587 -2.04530
H -0.92867 0.15343 -2.14881
H 0.91090 1.69613 0.38886
H 0.66948 0.08158 2.33614
H 1.15122 -0.22453 -1.09282
H 1.04472 -2.51819 0.06084
H -0.49613 -1.91559 -0.52221
H -0.11746 -1.80891 1.20380
H 2.73389 0.52169 0.87417
H 3.61388 -1.82119 0.26749
*
```

***

Record 2
Entry from the OMol25 dataset: a 7-piece molecular cluster, C7H28O7 overall in a non-equilibrium geometry (wB97M-V/def2-TZVPD).

Results
SMILES string	CO.CO.CO.CO.CO.CO.CO
ΔE to the lowest compared entry with this formula, charge and spin	4.9756	eV
energy	-809.9882	Ha
LUMO	0.425	eV
F_max	4.6	eV/Å
orbital gap	0.37934	Eh

ORCA input file:
```
! RIJCOSX wB97M-V def2-TZVPD def2/J DEFGRID3
* xyz 0 1
C -0.87295 3.80193 0.32195
O -0.05495 3.64293 -0.84705
H -0.58395 4.69993 0.80495
H -0.67795 3.07993 1.16895
H -1.88995 3.69393 0.04795
H 0.31405 2.77593 -0.96105
C -1.19095 -1.92907 -1.40805
O -2.45595 -1.92107 -1.98605
H -1.07695 -2.68107 -0.63405
H -1.06495 -0.91707 -0.94505
H -0.33195 -1.99607 -2.09105
H -2.47595 -1.10307 -2.53005
C 2.04805 1.14693 2.66495
O 0.79705 0.94593 2.05295
H 2.85305 0.96893 1.98395
H 2.20105 0.48793 3.59995
H 2.11405 2.16893 2.93095
H 0.12305 0.76193 2.75095
C 0.60305 -2.82607 1.98195
O -0.32795 -3.69607 2.66695
H 0.13905 -1.85407 1.92195
H 0.80405 -3.22407 0.98095
H 1.60205 -2.85407 2.48895
H -1.01395 -3.90007 2.12295
C -2.02195 0.07793 1.48495
O -2.34995 -0.16607 2.78495
H -1.68095 1.12193 1.14995
H -2.86595 -0.06607 0.86795
H -1.33795 -0.61707 1.07595
H -2.71495 -1.07207 2.87095
C 0.51705 0.45593 -4.34305
O 0.66105 -0.90807 -4.05405
H 0.46905 0.94593 -3.41505
H -0.40195 0.78993 -4.95505
H 1.52305 0.77093 -4.81405
H 0.00505 -1.41107 -4.53005
C 1.89005 -0.07607 -0.77005
O 1.17205 1.08493 -0.53805
H 2.04105 -0.38407 -1.75105
H 1.46805 -0.90207 -0.18305
H 2.89705 0.04193 -0.38805
H 1.15005 1.03993 0.41795
*
```

***

Record 3
Entry from the OMol25 dataset: one molecule with the formula C5H10O (wB97M-V/def2-TZVPD).

Results
SMILES string	CC[C@@]1(C)CO1
ΔE to the lowest compared entry with this formula, charge and spin	1.0831	eV
energy	-271.7128	Ha
LUMO	1.000	eV
F_max	0.3	eV/Å
orbital gap	0.40789	Eh

ORCA input file:
```
! RIJCOSX wB97M-V def2-TZVPD def2/J DEFGRID3
* xyz 0 1
C -0.10123 -1.46876 1.16217
C -0.48436 -0.99475 -0.23979
C 0.02468 0.40452 -0.53379
C -0.78333 1.54971 0.03238
C 1.44902 0.58103 -0.83097
O 0.47785 0.62638 -1.86777
H -0.46258 -0.78149 1.93567
H 0.98803 -1.53761 1.26334
H -0.51906 -2.45764 1.37571
H -1.57550 -1.01487 -0.36226
H -0.06629 -1.67080 -0.99446
H -1.71428 1.65510 -0.53603
H -1.04430 1.37440 1.08174
H -0.23472 2.49348 -0.03578
H 2.10960 -0.28782 -0.84864
H 1.93647 1.52912 -0.60152
*
```

***

Record 4
Entry from the OMol25 dataset: C30H28Br2ClCrN8O3S2 as an isolated structure in a non-equilibrium geometry (wB97M-V/def2-TZVPD).

Results
ΔE to the lowest compared entry with this formula, charge and spin	0.0000	eV
energy	-9272.7443	Ha
LUMO (alpha / beta)	-2.957 / -2.934	eV
F_max	3.1	eV/Å
orbital gap (alpha / beta)	0.24993 / 0.25084	Eh

ORCA input file:
```
! RIJCOSX wB97M-V def2-TZVPD def2/J DEFGRID3
* xyz 1 1
Cr -0.20532 0.12140 0.14227
C 0.66926 -2.61488 -1.99973
C 1.16975 -2.66306 -0.59081
C 1.98188 -3.75504 -0.22501
C 2.53366 -3.83369 1.01778
C 2.27440 -2.81737 1.95957
C 2.79224 -2.78698 3.27240
Br 3.93457 -4.17047 3.88518
C 2.47138 -1.76823 4.12569
C 1.62098 -0.74243 3.70330
Br 1.15263 0.64057 4.89545
C 1.07986 -0.70369 2.42510
O 0.26724 0.22546 2.02467
C 1.42804 -1.76718 1.54046
N 0.88731 -1.69787 0.27319
H 1.25129 -3.29216 -2.62147
H 0.75699 -1.61063 -2.40353
H -0.37397 -2.92907 -2.04991
H 2.17244 -4.52864 -0.95633
H 3.17569 -4.66198 1.28849
H 2.87246 -1.75374 5.13016
N -1.63151 2.56451 -1.46718
C -2.18491 2.36255 -0.24758
N -1.84886 1.39331 0.58153
C -2.63622 1.45203 1.75409
C -3.55877 2.43648 1.74489
S -3.46316 3.37440 0.30582
C -2.46099 0.59719 2.94357
C -2.70067 1.03896 4.20101
S -2.40607 -0.21170 5.34214
C -1.97169 -1.26489 4.02612
N -2.05283 -0.71658 2.85455
N -1.63670 -2.56923 4.24220
H -0.73028 2.13929 -1.65090
H -1.81702 3.44260 -1.91965
H -4.29370 2.66198 2.49953
H -3.00082 2.02435 4.52331
H -1.40015 -2.85365 5.17574
H -1.16490 -3.05190 3.49398
C -0.85410 0.61947 -5.18508
N -1.58905 -0.04936 -4.10793
C -2.75348 -0.68076 -4.33758
C -3.40699 -1.27892 -3.32634
C -2.83025 -1.21257 -2.03813
O -3.59914 -1.84155 -1.16255
N -1.69571 -0.58433 -1.75748
C -1.03694 0.00570 -2.83246
O 0.04147 0.56318 -2.69998
H -1.24269 0.28111 -6.14147
H 0.20055 0.37991 -5.10795
H -0.96785 1.69912 -5.10346
H -3.12240 -0.68535 -5.35402
H -4.33287 -1.81331 -3.46734
Cl -2.39331 -3.75244 0.19165
C -3.20049 -2.15933 0.13771
H -2.53356 -1.44606 0.57676
H -4.10408 -2.25023 0.72332
C 0.79287 3.81297 0.87765
C 1.86595 3.39107 -0.09552
C 2.82509 4.30220 -0.50918
C 3.88781 3.91141 -1.30633
C 4.02858 2.57750 -1.67141
C 3.09424 1.63360 -1.29413
C 3.26351 0.18484 -1.64480
C 1.96883 2.05464 -0.53983
N 0.98438 1.15710 -0.23477
H 1.25623 4.31619 1.72732
H 0.24361 2.95334 1.25708
H 0.09492 4.52176 0.42500
H 2.74511 5.33240 -0.18091
H 4.62566 4.63793 -1.62138
H 4.88496 2.26620 -2.25793
H 4.14914 0.03623 -2.26060
H 2.38742 -0.17990 -2.18132
H 3.36908 -0.41380 -0.73672
*
```

***

Record 5
Entry from the OMol25 dataset: C21H35IrNOP2Se as an isolated structure in a non-equilibrium geometry (wB97M-V/def2-TZVPD).

Results
<S²>	8.82
energy	-4139.4496	Ha
LUMO (alpha / beta)	0.350 / -2.083	eV
F_max	3.7	eV/Å
orbital gap (alpha / beta)	0.11310 / 0.19281	Eh

ORCA input file:
```
! RIJCOSX wB97M-V def2-TZVPD def2/J DEFGRID3
* xyz 0 6
Ir 0.26225 -0.36719 -0.42962
P -0.00779 1.16159 -2.37637
P 0.52245 -1.86417 1.54664
N -0.57701 -1.66102 -1.33342
H 2.21069 2.75219 -0.04774
C 1.42000 1.36750 -3.55168
H 1.18510 2.06139 -4.37944
H 1.68178 0.37942 -3.96692
H 2.29271 1.74895 -2.99426
C -0.41813 2.92515 -1.99333
H -0.40350 3.55596 -2.89979
H 0.31043 3.31455 -1.26280
H -1.42060 2.95979 -1.53600
C -1.37157 0.65971 -3.51025
H -1.57074 1.43273 -4.27307
H -2.27705 0.48322 -2.90707
H -1.09565 -0.28729 -4.00219
C 2.12707 -2.77415 1.78392
H 2.10050 -3.44530 2.66159
H 2.94078 -2.04018 1.91064
H 2.33534 -3.36708 0.87708
C 0.29885 -1.07662 3.20577
H 0.47403 -1.79217 4.02868
H -0.72883 -0.68233 3.27180
H 1.00119 -0.23105 3.29541
C -0.70796 -3.23685 1.56481
H -0.65725 -3.81828 2.50205
H -0.51330 -3.89705 0.70383
H -1.71314 -2.80105 1.44456
C -1.22878 -2.61306 -2.06609
C -1.22290 -4.41216 -3.72146
C -0.53312 -3.44699 -2.98082
C -2.63235 -2.78062 -1.92113
C -3.30745 -3.74867 -2.66860
C -2.61072 -4.56977 -3.57189
H -0.67308 -5.04873 -4.42374
H 0.54801 -3.31501 -3.08966
H -3.16094 -2.13303 -1.21493
H -4.39015 -3.86571 -2.54681
H -3.14540 -5.32684 -4.15479
C 2.49201 1.86710 0.56709
O 1.59120 0.83033 0.28667
C 3.91274 1.44251 0.17218
H 4.63890 1.80505 0.92170
H 4.19187 1.85676 -0.81270
H 3.98218 0.34237 0.12482
C 2.38652 2.25240 2.04718
H 3.09719 1.66838 2.65816
H 1.36341 2.06238 2.41690
H 2.60165 3.32507 2.18075
Se -1.93258 0.16161 0.87796
C -1.51581 1.65741 2.04975
C -1.90236 1.60325 3.39990
C -1.65044 2.68018 4.25728
C -1.02638 3.83026 3.76916
C -0.66233 3.90253 2.42334
C -0.91244 2.81907 1.57453
H -2.40477 0.72845 3.79086
H -1.94443 2.62578 5.29723
H -0.83231 4.66574 4.42894
H -0.18489 4.79372 2.03751
H -0.63276 2.87986 0.55786
*
```

***

Record 6
Entry from the OMol25 dataset: C4H6OSn as an isolated structure in a non-equilibrium geometry (wB97M-V/def2-TZVPD).

Results
ΔE to the lowest compared entry with this formula, charge and spin	0.0000	eV
<S²>	0.76
energy	-445.1521	Ha
LUMO (alpha / beta)	-5.671 / -5.562	eV
F_max	5.3	eV/Å
orbital gap (alpha / beta)	0.21502 / 0.29249	Eh

ORCA input file:
```
! RIJCOSX wB97M-V def2-TZVPD def2/J DEFGRID3
* xyz 1 2
C -0.49166 1.48109 0.69179
C -1.00371 0.09692 0.72608
C -0.20419 -0.95669 0.36277
C 0.42933 -1.02199 -0.92868
O 1.63945 -0.80523 -1.07330
Sn 2.89894 -0.74880 -2.43256
H -0.74744 1.99966 1.62759
H -0.94618 2.01856 -0.15313
H -1.72429 -0.10587 1.52384
H 0.65346 1.33194 0.59274
H -0.34700 -1.91998 0.85889
H -0.15670 -1.36961 -1.79603
*
```

***

Please write out number 1 again, unchanged.
Entry from the OMol25 dataset: one molecule with the formula C6H15NO2 in a non-equilibrium geometry (wB97M-V/def2-TZVPD).

Results
SMILES string	CC(C)[C@@H](O)[C@H](C)NO
ΔE to the lowest compared entry with this formula, charge and spin	3.0008	eV
energy	-442.7709	Ha
LUMO	0.927	eV
F_max	3.5	eV/Å
orbital gap	0.37843	Eh

ORCA input file:
```
! RIJCOSX wB97M-V def2-TZVPD def2/J DEFGRID3
* xyz 0 1
C -2.29945 0.20465 0.25036
C -1.15607 1.09628 -0.21144
C -1.05166 1.15016 -1.72793
C 0.28819 0.80784 0.58462
O 0.02920 0.69008 1.94607
C 0.94480 -0.38896 -0.03101
C 0.29576 -1.74071 0.19965
N 2.35935 -0.41545 0.71784
O 3.34346 -0.99584 -0.15491
H -2.26226 0.07235 1.32876
H -2.28039 -0.76779 -0.23503
H -3.25339 0.67440 0.00851
H -1.36558 2.10770 0.15266
H -1.96245 1.57501 -2.15032
H -0.21132 1.76587 -2.04530
H -0.92867 0.15343 -2.14881
H 0.91090 1.69613 0.38886
H 0.66948 0.08158 2.33614
H 1.15122 -0.22453 -1.09282
H 1.04472 -2.51819 0.06084
H -0.49613 -1.91559 -0.52221
H -0.11746 -1.80891 1.20380
H 2.73389 0.52169 0.87417
H 3.61388 -1.82119 0.26749
*
```